(1)
The following is a quantum chemistry calculation of a molecular structure, C3H3CuFO2, from the OMol25 dataset.

Results
- ΔE to the lowest compared entry with this formula, charge and spin: 55.5 kcal per mole
- Highest occupied orbital energy: -14.08 eV
- Total charge: +1

Geometry as XYZ:
```
10
Properties=species:S:1:pos:R:3:forces:R:3
H 0.5647 0.8003 -1.3326 -2.13 -1.62 0.67
F -0.8523 0.0009 2.0429 0.35 0.25 -0.12
O -1.3843 0.3343 -0.1613 0.14 0.57 -0.07
O 0.3260 -1.0659 -0.3105 0.96 -0.21 0.58
C -0.5227 0.6942 0.9316 -0.30 -0.15 0.08
C 0.7300 0.2295 0.1897 0.13 -1.76 1.66
C -0.3790 -0.0915 -0.9842 0.95 2.01 -2.59
H -0.5823 1.7691 1.1319 -0.01 -0.20 -0.10
H 1.7607 0.2664 0.5341 -0.07 0.39 -0.63
Cu 0.3392 -2.9374 -2.0416 -0.02 0.71 0.51
```
Positions in Å, forces in eV/Å.

Taken from the Löwdin analysis, the atomic charges in e are: 0.2650, 0.1004, 0.0458, -0.0595, -0.2794, -0.0644, -0.2404, 0.1831, 0.1677, 0.8818

=====

(2)
The following is a quantum chemistry calculation of C22H19Cl2FNO5P in the gas phase, from the OMol25 dataset.

Results
- Highest occupied orbital energy: -9.08 eV
- SMILES: CCOc1c(P(O)Cl)cc(-c2cccnc2)c2c1C(=O)C(CCCCl)=C(CC(=O)F)C2=O

Geometry as XYZ:
```
51
Properties=species:S:1:pos:R:3:forces:R:3
C 2.7749 2.6475 0.6909 0.60 0.29 -0.72
C 2.9952 2.6372 -0.8732 0.52 1.43 1.38
O 2.9537 1.3240 -1.4650 -1.49 0.04 0.11
C 1.6641 0.8497 -1.5942 -2.70 -0.86 -0.24
C 0.7055 1.4535 -2.5619 -2.11 -1.69 0.00
P 1.1626 2.8940 -3.6923 1.89 1.05 0.26
O 1.7320 2.2869 -5.1601 -2.22 -0.77 1.67
Cl -0.6628 3.9375 -4.0451 0.43 -1.10 -0.10
C -0.6930 0.9694 -2.6689 1.81 -1.21 1.99
C -1.2043 -0.1255 -1.8136 1.41 0.69 -0.55
C -2.6836 -0.5021 -1.9881 -1.93 -0.90 -0.26
C -3.1640 -1.8194 -2.4612 -1.67 1.69 0.74
C -4.6262 -2.0032 -2.5635 1.74 2.33 0.80
C -5.4641 -0.8519 -2.2173 0.32 -1.23 -0.54
N -5.0553 0.3865 -1.8186 1.71 -2.08 -0.48
C -3.7039 0.5137 -1.7066 1.12 -0.50 -0.30
C -0.2642 -0.7426 -0.8813 0.51 1.08 -0.96
C 1.1383 -0.2599 -0.7692 -0.74 0.35 -0.46
C 2.0036 -1.0026 0.3165 -1.43 0.14 -0.28
O 3.1836 -1.2176 0.1968 -0.64 0.26 0.26
C 1.1860 -1.4752 1.5821 -0.28 0.40 0.55
C 1.9719 -1.3970 2.9444 0.69 -0.51 -1.08
C 2.7457 -0.0447 3.1683 0.08 0.11 0.64
C 1.8919 1.1390 3.7862 0.83 0.45 0.33
Cl 0.1017 0.8287 3.9053 0.67 0.22 -0.08
C -0.1047 -1.9153 1.4794 0.72 0.85 -0.42
C -0.8784 -2.3980 2.7467 -0.42 0.61 0.13
C -2.3919 -2.7147 2.5168 0.19 -1.74 -0.77
O -2.6967 -3.8303 2.2403 -0.25 0.65 0.35
F -3.4072 -1.7819 2.5925 1.80 -0.11 0.18
C -0.7179 -1.9423 0.0316 1.03 0.76 0.80
O -1.4379 -2.8313 -0.3422 0.22 0.61 0.10
H 1.7144 2.4668 1.0031 0.96 -0.15 -0.32
H 3.5187 1.9361 1.1301 -0.89 0.51 -0.17
H 3.0606 3.6786 1.0424 -0.33 -0.93 -0.31
H 2.2749 3.3725 -1.3158 0.55 -0.93 0.00
H 4.0331 3.0415 -1.0457 -1.06 -0.64 -0.09
H 1.1705 1.5011 -5.3463 0.65 0.36 -0.45
H -1.3913 1.4300 -3.4034 0.71 -0.36 0.71
H -2.4412 -2.6372 -2.6890 -0.80 0.85 0.22
H -5.0918 -2.9661 -2.8782 0.54 1.02 0.31
H -6.5741 -0.9999 -2.3154 1.21 0.30 0.19
H -3.3236 1.5211 -1.3797 -0.52 -1.08 -0.29
H 1.3433 -1.6372 3.8354 0.37 0.30 -0.92
H 2.7499 -2.2185 2.8834 -0.72 0.89 0.07
H 3.2685 0.3390 2.2545 -0.67 -0.70 0.73
H 3.5682 -0.2675 3.9119 -0.88 0.25 -0.78
H 2.0063 2.0988 3.2078 -0.18 -1.17 0.55
H 2.2543 1.3476 4.8333 -0.62 -0.26 -1.09
H -0.3927 -3.3489 3.1015 -0.86 0.78 -0.42
H -0.8025 -1.6697 3.5948 0.15 -0.33 -0.98
```
Positions in Å, forces in eV/Å.

Taken from the Löwdin analysis, the atomic charges in e are: -0.0745, -0.2384, -0.0784, -0.1920, -0.2753, 0.6242, -0.3443, 0.1610, -0.0332, -0.0986, -0.1458, 0.0043, -0.0342, -0.1489, 0.0401, -0.0976, 0.0179, 0.0425, -0.2591, 0.1281, -0.0763, -0.1560, -0.2193, -0.5234, 0.5667, -0.0580, -0.0364, -0.4082, 0.1479, 0.0754, -0.2370, 0.1321, 0.0822, 0.0704, 0.0915, 0.0757, 0.1359, 0.0552, 0.0738, 0.1105, 0.0994, 0.1057, 0.1219, 0.0936, 0.1347, 0.0758, 0.1195, 0.0480, 0.0775, 0.1470, 0.0764

=====

(3)
The following is a quantum chemistry calculation of 2 unconnected molecules or ions with the total composition HN3O4, from the OMol25 dataset.

Results
- ΔE to the lowest compared entry with this formula, charge and spin: 74.3 kcal per mole
- Highest occupied orbital energy (spin up / spin down): -9.53 / -10.22 eV

Geometry as XYZ:
```
8
Properties=species:S:1:pos:R:3:forces:R:3
N 0.8908 0.8039 0.0157 0.81 1.21 -0.06
N 0.2164 -0.1980 -0.0216 -1.78 0.64 0.24
N -1.9626 0.1329 0.0267 4.39 1.93 0.06
O 2.2729 0.6511 -0.0433 1.33 -2.22 0.27
O -2.2223 1.2766 0.0554 -1.38 -0.64 -0.03
O -2.2576 -0.9672 -0.0520 -2.16 -1.48 -0.10
O 0.4153 -1.3763 -0.0413 0.61 -1.76 -0.12
H 2.6471 -0.3230 0.0605 -1.82 2.32 -0.27
```
Positions in Å, forces in eV/Å.

Taken from the Löwdin analysis, the atomic charges in e are: -0.0125, -0.2387, -0.2408, -0.0624, 0.1770, 0.1989, 0.0270, 0.1516

=====

(4)
The following is a quantum chemistry calculation of a molecular structure, C38H45Cl3I2N4O2PS4SbW, from the OMol25 dataset.

Results
- Multiplicity: 2
- ΔE to the lowest compared entry with this formula, charge and spin: 46.1 kcal per mole
- Highest occupied orbital energy (spin up / spin down): -14.16 / -14.16 eV
- Total charge: +3

Geometry as XYZ:
```
101
Properties=species:S:1:pos:R:3:forces:R:3
W 0.0770 -0.0334 -0.5989 0.10 0.01 -0.54
I -0.4961 1.0136 7.0521 0.00 -0.02 -0.04
C -0.4151 0.4632 5.0566 0.00 0.04 0.09
C -1.5171 -0.1470 4.4619 -0.02 0.00 0.01
C -1.4672 -0.5268 3.1295 0.02 0.00 -0.11
I -3.1101 -1.4047 2.2056 0.00 -0.07 0.04
C -0.3015 -0.2847 2.4107 -0.03 0.07 0.06
O -0.1848 -0.6736 1.1134 -0.05 -0.22 0.08
C 0.7848 0.3760 2.9778 -0.02 -0.02 -0.01
C 1.9116 0.7214 2.0524 0.01 -0.01 -0.03
N 1.3181 1.3601 0.8337 -0.03 -0.06 0.06
C 2.2297 2.2778 0.1544 0.01 0.02 -0.07
C 1.5897 2.7245 -1.1194 0.08 -0.02 0.06
C 1.8066 3.9970 -1.6067 0.02 0.02 -0.01
C 1.3716 4.3256 -2.8808 -0.02 -0.04 -0.01
C 0.7538 3.3366 -3.6282 0.01 0.03 0.02
C 0.5155 2.1059 -3.0509 -0.03 0.00 0.00
N 0.8858 1.7896 -1.7934 0.05 -0.02 -0.04
C 0.7299 0.7421 4.3085 0.00 0.01 0.01
H -2.4171 -0.3187 5.0369 0.00 0.00 0.01
H 2.4719 -0.1601 1.7507 0.04 -0.02 -0.03
H 2.6008 1.4230 2.5245 -0.01 0.01 0.02
H 0.5752 1.9544 1.2063 -0.01 0.00 -0.01
H 3.1636 1.7561 -0.0709 0.01 -0.02 -0.01
H 2.4705 3.1281 0.7941 0.02 0.00 0.00
H 2.3398 4.7143 -0.9968 0.00 -0.01 0.00
H 1.5303 5.3170 -3.2840 0.00 0.00 0.00
H 0.4302 3.5114 -4.6447 0.00 0.00 0.00
H -0.0070 1.3480 -3.6091 0.00 -0.02 -0.01
H 1.5641 1.2567 4.7685 0.00 0.00 -0.01
S -4.4374 0.0193 -0.3398 0.03 0.15 -0.23
Sb -3.0587 1.4628 -1.5715 -0.20 -0.15 0.36
S -1.4044 1.6887 0.1835 -0.08 0.22 -0.09
S -1.3598 -0.2550 -2.3560 0.25 0.05 0.31
Cl -6.9032 -2.8069 3.6800 -0.01 0.00 0.01
C -5.7153 -3.6992 2.8077 0.05 0.01 0.00
C -5.6827 -3.6324 1.4221 0.00 -0.01 -0.05
C -4.7052 -4.3451 0.7407 -0.05 0.03 0.03
C -3.7465 -5.1034 1.4071 0.05 0.04 -0.05
C -2.7273 -5.8652 0.5831 -0.03 0.07 0.01
C -1.2728 -5.4234 0.7928 0.00 0.06 -0.01
N -0.9316 -4.3082 -0.1034 -0.07 0.03 0.00
C -1.0641 -4.3010 -1.4747 0.01 0.02 0.01
C -0.7151 -3.0626 -1.8804 0.09 -0.05 -0.03
N -0.3262 -2.2979 -0.7798 -0.10 0.05 -0.02
C -0.5116 -3.1087 0.2705 0.14 -0.10 0.06
O -2.7188 -7.2452 0.8058 0.01 -0.07 0.02
C -3.9407 -7.9260 0.5024 -0.04 -0.02 0.00
C -4.5354 -7.5471 -0.8248 0.10 0.01 0.05
C -3.8589 -7.4959 -2.0086 -0.11 -0.03 -0.06
Cl -2.1924 -7.8431 -2.2622 0.02 -0.01 -0.01
S -4.8496 -7.0288 -3.3275 0.07 0.09 0.00
C -6.2012 -6.8574 -2.2948 -0.04 -0.09 -0.02
C -5.8986 -7.1715 -1.0079 -0.01 0.03 0.03
C -3.8069 -5.1432 2.8007 -0.02 0.05 -0.03
Cl -2.6466 -6.0446 3.7170 0.00 -0.04 0.03
C -4.7847 -4.4566 3.5036 -0.01 0.01 0.04
H -6.4359 -3.0660 0.8904 0.01 0.00 0.00
H -4.7055 -4.3374 -0.3442 0.01 0.00 0.00
H -2.9853 -5.6613 -0.4643 0.01 -0.03 0.00
H -0.6263 -6.2696 0.5646 0.00 0.00 -0.03
H -1.0790 -5.0910 1.8105 0.01 -0.05 -0.01
H -1.3941 -5.1621 -2.0347 -0.02 -0.01 0.04
H -0.7673 -2.6859 -2.8849 0.08 -0.01 0.00
H -0.3589 -2.8659 1.3042 0.05 0.02 0.00
H -4.6769 -7.7468 1.2913 0.00 0.01 0.01
H -3.6710 -8.9807 0.5246 -0.01 -0.01 0.01
H -7.1572 -6.5692 -2.7018 0.00 -0.02 0.00
H -6.6220 -7.1560 -0.2041 0.01 0.01 0.00
H -4.8186 -4.5096 4.5830 0.00 -0.01 -0.01
C 3.9262 1.4213 -2.8805 0.02 -0.03 -0.04
C 4.1130 0.1255 -2.0927 0.01 0.04 -0.01
C 5.0542 -0.7770 -2.9353 0.01 0.01 -0.05
P 2.6522 -0.8918 -1.4832 0.07 0.01 -0.01
C 3.5272 -1.7961 -0.0959 -0.06 0.01 0.00
C 2.6613 -2.7204 0.7513 0.00 -0.04 -0.04
C 4.8413 -2.5086 -0.4477 0.04 0.02 0.03
C 2.0946 -1.9335 -2.9138 0.05 -0.03 0.03
C 2.2307 -1.2411 -4.2724 -0.03 -0.03 -0.02
C 2.6126 -3.3724 -2.9319 -0.02 -0.02 -0.02
H 4.9140 1.7326 -3.2238 0.00 0.00 0.00
H 3.5333 2.2454 -2.3031 -0.06 0.06 0.08
H 3.3149 1.2788 -3.7696 0.00 0.01 0.02
H 4.6278 0.3617 -1.1561 -0.02 0.02 0.01
H 4.9764 -0.5093 -3.9860 0.03 0.01 0.03
H 4.8767 -1.8433 -2.8477 0.03 0.06 -0.02
H 6.0841 -0.5895 -2.6319 0.00 0.01 0.00
H 3.8081 -0.9337 0.5212 0.01 0.01 0.03
H 2.2985 -3.5727 0.1773 -0.04 0.00 0.01
H 1.8152 -2.2052 1.1952 -0.14 0.03 0.02
H 3.2682 -3.1159 1.5666 -0.01 0.01 -0.01
H 4.7009 -3.3187 -1.1597 0.00 -0.01 0.01
H 5.2240 -2.9490 0.4735 0.00 0.00 0.00
H 5.6075 -1.8357 -0.8190 -0.01 -0.04 0.04
H 1.0336 -1.9911 -2.7312 -0.14 -0.06 0.01
H 3.2519 -1.2323 -4.6406 -0.06 0.00 0.00
H 1.8517 -0.2180 -4.2605 -0.01 -0.01 -0.01
H 1.6333 -1.8004 -4.9943 0.00 0.00 0.00
H 3.6627 -3.4341 -3.2108 -0.02 -0.01 -0.01
H 2.0479 -3.9295 -3.6818 0.00 0.01 0.00
H 2.4728 -3.8777 -1.9768 0.01 -0.01 -0.02
```
Positions in Å, forces in eV/Å.

Atom charges from the Löwdin analysis, given in e for atoms 1 to 99: 1.2492, 1.0366, -0.7080, -0.1727, -0.5709, 1.2353, -0.3959, -0.4376, -0.1471, -0.0827, -0.1872, -0.1242, -0.3117, 0.0179, 0.0216, 0.0009, -0.1778, -0.1042, -0.0667, 0.1017, 0.0996, 0.1497, 0.0391, 0.1230, 0.1545, 0.1423, 0.1395, 0.1342, 0.0417, 0.1181, -0.0299, 0.6257, 0.1624, 0.1891, 0.7336, -0.7205, -0.1394, -0.0504, -0.2072, -0.3315, -0.0235, -0.0074, 0.0117, -0.1916, -0.1303, -0.1677, -0.1269, -0.1125, -0.3287, -0.9686, 0.7056, 1.0244, -0.3901, -0.1381, -0.5906, 0.7918, -0.1391, 0.1147, 0.1273, 0.1100, 0.1535, 0.1024, 0.1087, 0.0753, 0.1251, 0.1348, 0.1469, 0.0782, 0.1243, 0.1174, -0.0817, -0.4729, -0.0944, 1.1116, -0.5118, -0.0998, -0.0710, -0.5398, -0.0705, -0.0690, 0.1088, 0.0466, 0.0743, 0.0994, 0.0841, 0.0481, 0.1072, 0.0867, 0.0784, 0.0349, 0.1040, 0.0818, 0.1016, 0.0709, -0.0022, 0.0753, 0.0585, 0.1038, 0.0794

=====

(5)
The following is a quantum chemistry calculation of 2 unconnected molecules or ions with the total composition C3H8NO2, from the OMol25 dataset.

Results
- ΔE to the lowest compared entry with this formula, charge and spin: 32.5 kcal per mole
- Highest occupied orbital energy: -15.25 eV
- Total charge: +1

Geometry as XYZ:
```
14
Properties=species:S:1:pos:R:3:forces:R:3
O 0.6040 1.9736 0.2696 -0.08 -0.74 0.27
C 1.5676 1.6580 -0.3761 0.32 1.29 -0.56
O 1.5076 1.5843 -1.7053 0.21 -0.35 0.16
H 2.5808 1.5520 0.0344 -0.05 -0.27 0.18
H 2.3935 1.4108 -2.0640 -0.20 0.02 -0.08
C -0.5485 -1.9199 0.6711 0.13 0.18 -0.10
C -1.6727 0.1107 0.0007 -0.07 -0.01 0.55
N -0.7274 -0.4630 0.6311 -0.46 0.06 -0.79
H -0.4075 -2.2332 1.7010 0.10 -0.01 0.00
H 0.3125 -2.1718 0.0538 0.05 -0.10 0.17
H -1.4395 -2.3863 0.2613 0.00 -0.01 0.02
H -2.4011 -0.4827 -0.5340 -0.13 -0.04 0.06
H -1.7542 1.1861 0.0761 0.15 0.10 -0.33
H -0.0151 0.1813 0.9804 0.01 -0.12 0.45
```
Positions in Å, forces in eV/Å.

Taken from the Löwdin analysis, the atomic charges in e are: 0.0467, -0.3631, 0.1162, 0.1552, 0.1307, 0.0139, 0.1847, 0.0067, 0.1100, 0.1096, 0.1027, 0.1290, 0.1226, 0.1351

=====

(6)
The following is a quantum chemistry calculation of a molecular structure, C4H5N2OS, from the OMol25 dataset.

Results
- ΔE to the lowest compared entry with this formula, charge and spin: 61.0 kcal per mole
- Highest occupied orbital energy: -14.56 eV
- Total charge: +1

Geometry as XYZ:
```
13
Properties=species:S:1:pos:R:3:forces:R:3
C 0.7516 1.0226 0.1984 0.55 -3.34 0.35
C 1.9215 0.7482 -0.6259 1.55 0.72 -1.22
C -2.8095 -0.4456 -0.6836 -1.21 0.35 -0.08
C 0.8114 -1.1855 0.7829 -0.29 -3.85 0.81
N 0.2385 0.0440 0.8182 0.34 0.49 0.70
N -1.8937 -1.1175 -0.6816 -0.47 0.10 -0.47
O 0.0807 -2.2044 0.3385 1.02 0.16 0.12
S 2.5764 -0.7391 -0.5789 -0.70 1.10 -0.32
H 0.3516 1.9377 0.3470 -1.15 3.04 0.08
H 2.3109 1.6238 -1.2324 -0.15 -1.32 0.73
H -3.7404 0.1148 -0.6934 0.56 -0.16 0.00
H 1.4853 -1.6800 1.6197 -1.14 2.07 -1.28
H -0.7530 -2.0058 -0.2259 1.08 0.65 0.57
```
Positions in Å, forces in eV/Å.

Taken from the Löwdin analysis, the atomic charges in e are: -0.1282, -0.4066, 0.0821, -0.4023, 0.1135, 0.1246, 0.0002, 1.0674, 0.1019, 0.1141, 0.1034, 0.1956, 0.0342

=====

(7)
The following is a quantum chemistry calculation of 3 unconnected molecules or ions with the total composition H6O3, from the OMol25 dataset.

Results
- ΔE to the lowest compared entry with this formula, charge and spin: 10.1 kcal per mole
- Highest occupied orbital energy: -10.76 eV
- SMILES: O.O.O

Geometry as XYZ:
```
9
Properties=species:S:1:pos:R:3:forces:R:3
O 1.5134 -1.4501 0.4836 1.25 -0.17 0.39
H 1.5174 -2.4011 0.3366 -0.23 0.21 -0.06
H 0.6704 -1.1141 0.2086 -0.97 -0.16 -0.28
O -0.0366 1.7599 -0.3554 -1.60 0.56 0.19
H 0.8434 1.9479 -0.1214 2.23 0.03 0.00
H -0.4796 2.1369 0.4146 -0.45 0.03 -0.11
O -1.1336 -0.6081 -0.2344 0.93 -0.28 0.26
H -0.8406 0.3069 -0.3414 0.34 0.04 -0.16
H -2.0546 -0.5781 -0.3904 -1.48 -0.27 -0.24
```
Positions in Å, forces in eV/Å.

Taken from the Löwdin analysis, the atomic charges in e are: -0.0608, 0.0352, -0.0373, -0.0064, 0.0444, 0.0777, -0.0522, -0.0240, 0.0235